C38H48BFeN9O2S3 | ωB97M-V with the def2-TZVPD basis set

Atoms and positions in Å:
Fe -0.5555 -0.9754 0.9021
C -4.2504 -2.8198 -1.2156
C -3.7285 -3.8548 -1.9741
C -2.3685 -4.1065 -1.9224
C -1.5679 -3.2996 -1.1254
N -2.0782 -2.3171 -0.3839
C -3.3851 -2.0852 -0.4212
C -0.1097 -3.4796 -0.9995
C 0.6617 -4.2267 -1.8802
C 2.0074 -4.3946 -1.5989
C 2.5289 -3.8644 -0.4316
C 1.6884 -3.1234 0.3894
N 0.4216 -2.8968 0.0701
C 2.0854 -2.5896 1.7032
C 3.0970 -3.1724 2.4543
C 3.3505 -2.6933 3.7282
C 2.5877 -1.6439 4.2110
C 1.6071 -1.1122 3.3888
N 1.3591 -1.5707 2.1664
H -5.3059 -2.5885 -1.2322
H -4.3699 -4.4617 -2.5992
H -1.9399 -4.9207 -2.4898
H -3.7422 -1.2722 0.1985
H 0.2242 -4.6653 -2.7653
H 2.6420 -4.9522 -2.2751
H 3.5702 -3.9953 -0.1746
H 3.6566 -4.0095 2.0612
H 4.1232 -3.1463 4.3350
H 2.7438 -1.2407 5.2011
H 0.9938 -0.2793 3.7145
C -1.1864 -1.5161 -3.9185
C -1.5638 -0.1434 -4.4668
C -3.0695 0.1128 -4.3592
C -1.1605 -0.0715 -5.9364
N -0.8159 0.8933 -3.7000
C 0.1107 1.7361 -4.2821
C 0.5936 2.5351 -3.3174
N -0.0274 2.2052 -2.1365
B 0.3441 2.9919 -0.8635
N -0.8173 3.0538 0.1705
C -1.8573 3.9018 -0.1010
C -2.6716 3.9182 0.9643
N -2.1473 3.0736 1.9220
C -1.0153 2.5030 1.3913
S 0.0812 1.3367 2.0221
C -2.8885 2.9879 3.2317
C -2.1634 2.2059 4.3205
C -4.2532 2.3557 2.9493
C -3.0629 4.4231 3.7397
N 1.7124 2.5025 -0.3243
C 2.5915 3.4720 0.0981
C 3.7840 2.9020 0.3040
N 3.6559 1.5512 0.0400
C 2.3490 1.3032 -0.3232
S 1.6140 -0.2011 -0.7014
C 4.8623 0.6712 0.0072
C 5.2699 0.4936 -1.4569
C 5.9856 1.3551 0.7877
C 4.6210 -0.6796 0.6602
C -0.8789 1.1869 -2.3622
S -1.8483 0.4430 -1.1650
H -1.7284 -2.2944 -4.4590
H -1.4432 -1.5682 -2.8671
H -0.1121 -1.6880 -4.0252
H -3.6124 -0.6610 -4.9044
H -3.3189 1.0832 -4.7934
H -3.3957 0.0999 -3.3237
H -1.7247 -0.8258 -6.4826
H -0.0987 -0.2854 -6.0693
H -1.3944 0.9020 -6.3697
H 0.3592 1.7130 -5.3258
H 1.3250 3.3228 -3.3736
H 0.5357 4.1246 -1.2161
H -1.9214 4.4386 -1.0318
H -3.5848 4.4641 1.1102
H -2.0887 1.1563 4.0700
H -2.7442 2.3020 5.2398
H -1.1670 2.6062 4.5003
H -4.1176 1.3567 2.5502
H -4.8282 2.9503 2.2367
H -4.8216 2.2856 3.8782
H -2.0899 4.8899 3.9033
H -3.5932 4.3970 4.6908
H -3.6393 5.0434 3.0545
H 2.2885 4.4997 0.1979
H 4.7017 3.3572 0.6226
H 5.5548 1.4513 -1.8974
H 4.4416 0.0731 -2.0292
H 6.1241 -0.1817 -1.5260
H 6.3442 2.2581 0.2933
H 6.8277 0.6682 0.8510
H 5.6635 1.5998 1.8017
H 4.0614 -1.3440 0.0151
H 4.0714 -0.5411 1.5887
H 5.5865 -1.1377 0.8842
C -3.0590 -2.2023 3.9289
C -2.1488 -1.8329 2.7881
O -2.3798 -0.7805 2.1166
O -1.1588 -2.5363 2.5072
H -3.8604 -1.4749 4.0307
H -2.4729 -2.2403 4.8467
H -3.4759 -3.1940 3.7581

Summary:
energy above the lowest of the compared OMol25 structures with the same formula, charge and spin	0.0	kcal per mole
net charge	+1
expectation value of S²	8.767
multiplicity	6

C38H48N8O3 | ωB97M-V with the def2-TZVPD basis set

Atoms and positions in Å:
C -3.5386 4.8535 -6.0452
C -4.5781 5.2785 -4.9534
O -4.0162 5.3393 -3.6076
C -3.4135 4.2887 -3.1407
O -3.5728 3.2061 -3.6190
O -2.6248 4.5929 -2.1392
C -1.9792 3.5466 -1.5121
H -4.0131 4.7491 -7.0401
H -3.0358 3.9163 -5.8193
H -2.6801 5.5842 -6.1746
H -5.3711 4.5062 -4.9135
H -4.9563 6.2765 -5.0764
H -2.6685 2.7078 -1.3045
H -1.6577 4.0871 -0.6455
H -1.0978 3.1151 -2.0492
C 3.3455 1.7394 5.4266
C 2.4363 2.5265 4.6068
C 2.0484 1.7060 3.5916
N 2.7248 0.5078 3.7283
C 3.4606 0.4781 4.8750
H 3.9683 2.1940 6.2236
H 2.2746 3.6063 4.7339
H 1.4560 1.7722 2.6902
H 2.5215 -0.3217 3.1335
H 4.0500 -0.5537 4.9933
C 2.2398 -3.4739 3.2015
C 2.4539 -2.8124 1.8662
C 1.3525 -2.0659 1.6064
N 0.4916 -2.2556 2.6494
C 0.9906 -3.1107 3.6146
H 2.8057 -4.2040 3.7074
H 3.3422 -2.8940 1.3607
H 1.1838 -1.2758 0.9220
H -0.2264 -1.6828 2.8271
H 0.2693 -3.4292 4.3801
C 1.8440 -0.8682 -4.1102
C 3.1698 -1.0405 -3.5342
C 3.0250 -1.9732 -2.5176
N 1.7191 -2.3050 -2.4217
C 0.9843 -1.6026 -3.3320
H 1.5343 -0.1882 -4.9306
H 4.0784 -0.5376 -3.8627
H 3.7494 -2.4061 -1.8713
H 1.2696 -2.9921 -1.7565
H -0.1095 -1.7282 -3.3931
C -3.6586 -1.6981 -2.8637
C -3.4412 -1.7192 -4.2535
C -3.0502 -0.4513 -4.6434
N -3.0769 0.3619 -3.4930
C -3.4960 -0.4152 -2.4371
H -4.0867 -2.5715 -2.2740
H -3.7521 -2.5808 -4.8856
H -3.0035 0.1361 -5.5910
H -2.9330 1.3901 -3.3938
H -3.4523 -0.0505 -1.4547
C -0.6246 1.4918 0.9937
C -1.2920 0.2354 1.0893
C -0.9184 -0.4460 -0.0698
N -0.0850 0.3063 -0.7717
C 0.1434 1.4819 -0.1333
H -0.7549 2.3089 1.7261
H -1.9766 -0.0382 1.8359
H -1.3634 -1.3867 -0.4687
H 0.2216 0.0345 -1.7732
H 0.8019 2.1904 -0.5649
C -1.9955 -1.4850 5.5698
C -1.6488 -0.3751 4.8564
C -0.5839 0.2230 5.4854
N -0.2193 -0.6549 6.4823
C -1.0828 -1.6831 6.5962
H -2.8988 -2.1610 5.3479
H -2.2155 -0.0064 3.9782
H 0.0614 1.0552 5.1306
H 0.5645 -0.4603 7.0780
H -0.9514 -2.5515 7.2321
C 4.4255 1.3191 -0.1176
C 4.6453 1.6911 1.2196
C 4.6606 3.0572 1.4260
N 4.4794 3.9704 0.5208
C 4.2844 3.6134 -0.7426
C 4.1416 2.2696 -1.1094
H 4.4272 0.1982 -0.2705
H 4.8563 0.9860 1.9713
H 4.7080 3.4125 2.4024
H 4.1529 4.4595 -1.4244
H 4.1833 2.0449 -2.1863
C -2.1648 -5.5305 -0.1472
C -2.2598 -4.9248 -1.4127
C -1.0930 -4.2249 -1.7919
N 0.0144 -4.0260 -1.1167
C 0.0300 -4.6334 0.0805
C -1.0761 -5.3065 0.5914
H -2.9270 -6.1820 0.2158
H -2.9241 -5.1245 -2.2384
H -1.0882 -3.8242 -2.7927
H 0.9202 -4.7723 0.6706
H -0.8774 -5.8104 1.5537

Summary:
net charge	0
multiplicity	1
SMILES string	CCOC(=O)OC.c1cc[nH]c1.c1cc[nH]c1.c1cc[nH]c1.c1cc[nH]c1.c1cc[nH]c1.c1cc[nH]c1.c1ccncc1.c1ccncc1

C38H48NO20 | ωB97M-V with the def2-TZVPD basis set

Atoms and positions in Å:
C 0.5888 -2.0617 2.5447
N 1.4423 -1.2894 1.6908
C 0.5565 -0.2475 1.1253
C 2.4551 -0.6217 2.5961
C 2.1545 -2.2074 0.6254
C 3.0753 -1.3435 -0.3271
O 3.6553 -2.1509 -1.3805
H -0.0824 -1.7634 3.3779
H 1.2853 -2.8642 2.9012
H 0.0363 -2.5289 1.6792
H -0.0672 -0.4824 0.3910
H 1.0385 0.5487 0.6386
H 0.0766 0.3612 2.0492
H 1.9029 -0.1504 3.5356
H 2.6969 0.1935 1.9513
H 3.0289 -1.3970 3.0178
H 1.4546 -2.7406 0.2600
H 2.6765 -2.9874 1.0798
H 3.9338 -1.0490 0.1338
H 2.6567 -0.7321 -0.9761
H 3.7806 -1.5657 -2.0671
C 5.4389 1.8075 -1.7452
C 5.4253 2.6574 -3.0307
C 4.2784 3.5102 -3.4431
O 4.3367 4.0163 -4.5771
C 3.3041 3.6544 -2.4765
C 3.1835 2.8420 -1.1378
C 4.3950 2.0539 -0.7653
O 4.5156 1.4559 0.3316
O 2.0926 2.5721 -0.5020
O 6.4485 2.5191 -4.0518
H 6.2638 1.2514 -1.5746
H 2.4237 4.2425 -2.7005
H 1.3088 3.0866 -0.7427
H 6.2760 3.3474 -4.7826
C -0.5909 2.6958 4.3172
C -1.6492 3.7873 4.5259
C -2.7951 3.6942 5.4081
O -3.5627 4.5940 5.6825
C -3.0222 2.2611 5.8804
C -1.9717 1.1941 5.8447
C -0.7327 1.3801 5.0196
O 0.0228 0.4075 4.8738
O -2.2222 -0.0519 6.1714
O -1.4912 5.0023 3.9121
H 0.0348 2.7668 3.5199
H -4.0927 2.0603 6.2524
H -2.7646 0.1709 6.9408
H -2.0069 5.7114 4.4397
C -4.0332 -0.3063 3.0256
C -4.9502 0.9009 3.4392
C -4.7883 2.2080 2.7624
O -5.4798 3.1371 3.2339
C -3.9361 2.2755 1.6080
C -3.0802 1.1059 1.0929
C -3.1162 -0.1564 1.9639
O -2.3959 -1.1723 1.6207
O -2.1061 1.0342 0.0727
O -5.7982 0.8679 4.5690
H -3.9308 -1.2792 3.5894
H -3.9592 3.1023 1.1851
H -2.4021 1.6745 -0.4292
H -6.2984 1.6206 4.8277
C 0.0462 2.2223 -3.7913
C -0.3806 0.8059 -3.3819
C -1.4680 0.2409 -4.0896
O -1.9301 -0.8558 -3.7900
C -2.2059 0.9806 -5.1127
C -1.7510 2.3531 -5.4715
C -0.6059 2.9636 -4.8604
O -0.1594 4.1556 -5.1509
O -2.2433 3.0761 -6.5831
O 0.1745 0.1447 -2.3139
H 1.0398 2.5536 -3.3742
H -3.1401 0.5625 -5.6481
H -2.9541 2.6519 -7.0426
H -0.2726 -0.6994 -2.4970
C 0.3573 -5.0129 -2.4506
C -0.4268 -3.6530 -2.1282
O 0.1455 -2.6025 -2.2621
C -1.7818 -3.7053 -1.3846
H 1.3590 -4.7935 -2.9320
H -0.3229 -5.3631 -3.1647
H 0.4236 -5.7379 -1.6874
H -2.1491 -2.5800 -1.2443
H -1.8502 -4.2994 -0.5555
H -2.5678 -4.1582 -2.0579
C 2.2096 -1.1197 -5.1547
C 3.3858 -0.1685 -4.5692
O 3.7870 -0.1871 -3.4553
C 3.8205 0.9012 -5.5019
H 2.8222 -1.9077 -5.6915
H 1.5367 -0.4667 -5.6193
H 1.7555 -1.6788 -4.2706
H 3.4267 0.6910 -6.4450
H 4.9871 1.0715 -5.5983
H 3.2557 1.8525 -5.2134
C -2.6611 -4.6725 2.3655
C -1.8728 -4.5556 3.6868
O -0.7860 -5.1062 3.9332
C -2.1694 -3.3324 4.6803
H -3.9263 -4.9577 2.3809
H -2.2547 -5.5296 1.8788
H -2.4092 -3.8798 1.7727
H -3.2853 -3.1480 4.7966
H -2.0810 -2.3460 4.2555
H -1.7954 -3.3332 5.7442

Summary:
energy above the lowest of the compared OMol25 structures with the same formula, charge and spin	0.0	kcal per mole
net charge	+1
multiplicity	1

C38H49ClO6PSSr | ωB97M-V with the def2-TZVPD basis set

Atoms and positions in Å:
Sr 0.8270 1.5180 -0.4277
O 3.8622 2.9519 -1.6699
C 3.0361 2.2220 -1.1312
O 2.4121 1.2655 -1.6810
C 2.7970 2.4422 0.3584
C 2.5480 1.2154 1.2336
C 3.0118 1.6240 2.6498
C 1.8181 2.5215 3.0870
C 0.9495 2.4605 1.8150
O 1.1451 1.1028 1.4489
C 1.6318 3.3336 0.7655
C 0.7331 3.8477 -0.3470
O 1.1100 4.7952 -1.0253
O -0.3779 3.2373 -0.4438
H 3.7271 2.8987 0.6770
H 2.9822 0.2944 0.8580
H 3.9656 2.1459 2.6323
H 3.1206 0.7559 3.2980
H 2.1017 3.5351 3.3624
H 1.2820 2.0766 3.9255
H -0.0972 2.7065 1.9653
H 1.9984 4.2374 1.2452
Cl -1.8183 -2.4260 -3.5561
C -2.4133 -2.1625 -1.9441
C -3.7212 -2.5396 -1.6906
C -4.2535 -2.4210 -0.4148
C -3.4417 -1.9205 0.5996
C -2.1450 -1.5364 0.3337
C -1.5562 -1.6144 -0.9558
C -0.1888 -1.2115 -1.1661
H -4.3203 -2.9474 -2.4954
H -5.2752 -2.7197 -0.2171
H -3.8389 -1.8250 1.6048
H -1.5323 -1.0990 1.1192
H 0.2189 -1.5183 -2.1243
H 0.4498 -1.5721 -0.3487
O 2.7320 -2.0196 1.4449
S 1.6598 -1.8737 2.4478
C 0.6728 -3.4685 2.4341
C 1.5650 -4.6249 2.1460
C 2.0225 -4.8208 0.8433
C 2.9411 -5.8209 0.5683
C 3.4125 -6.6396 1.5845
C 2.9470 -6.4640 2.8796
C 2.0348 -5.4576 3.1595
C 2.5016 -2.1668 4.0664
C 1.5683 -2.1259 5.2399
C 1.7658 -2.9785 6.3230
C 0.9223 -2.9407 7.4231
C -0.1374 -2.0466 7.4567
C -0.3451 -1.1901 6.3853
C 0.4984 -1.2311 5.2853
H -0.0650 -3.3130 1.6456
H 0.1722 -3.5323 3.3998
H 1.6516 -4.1840 0.0499
H 3.2928 -5.9541 -0.4468
H 4.1373 -7.4139 1.3668
H 3.2961 -7.1124 3.6741
H 1.6671 -5.3302 4.1727
H 3.2505 -1.3745 4.1205
H 3.0235 -3.1187 3.9732
H 2.5949 -3.6772 6.3071
H 1.0945 -3.6112 8.2557
H -0.8045 -2.0195 8.3087
H -1.1645 -0.4831 6.4102
H 0.3222 -0.5661 4.4476
C -1.0976 4.3043 -5.2557
C -0.5066 3.6602 -4.0003
C 0.9532 3.2612 -4.2663
P -1.4105 2.2219 -3.2245
C -2.1482 1.1625 -4.5797
C -0.9789 0.5731 -5.3767
C -3.2201 1.7242 -5.5133
C -2.8669 2.9853 -2.3376
C -3.8257 1.8518 -1.9489
C -3.5891 4.1734 -2.9694
H -0.5593 5.2322 -5.4758
H -2.1554 4.5445 -5.1584
H -0.9698 3.6433 -6.1147
H -0.5012 4.3814 -3.1751
H 1.0309 2.6598 -5.1737
H 1.3506 2.6727 -3.4425
H 1.5723 4.1524 -4.3878
H -2.5969 0.3520 -3.9975
H -0.5869 1.3081 -6.0837
H -1.3063 -0.2997 -5.9449
H -0.1809 0.2765 -4.6949
H -2.8067 2.4647 -6.1972
H -4.0372 2.1839 -4.9590
H -3.6396 0.9097 -6.1133
H -2.3771 3.3275 -1.4248
H -4.3618 1.4694 -2.8196
H -4.5649 2.2086 -1.2272
H -3.2541 1.0340 -1.5007
H -4.0021 3.9381 -3.9506
H -2.9196 5.0284 -3.0726
H -4.4221 4.4794 -2.3268

Summary:
energy above the lowest of the compared OMol25 structures with the same formula, charge and spin	171.5	kcal per mole
net charge	-1
multiplicity	1

The calculation returns the following E values, one per record and in order: -125262.3991 -58244.0759 -82597.3744 -85966.6362 eV.